{
  "formula": "C18H41FO8",
  "method": "the ωB97M-V functional and the def2-TZVPD basis",
  "symbols": ["C", "O", "C", "C", "O", "C", "C", "C", "F", "H", "H", "H", "H", "H", "H", "H", "H", "H", "H", "H", "H", "H", "C", "O", "C", "C", "O", "C", "C", "O", "C", "H", "H", "H", "H", "H", "H", "H", "H", "H", "H", "H", "H", "H", "H", "C", "O", "C", "C", "O", "C", "C", "O", "C", "H", "H", "H", "H", "H", "H", "H", "H", "H", "H", "H", "H", "H", "H"],
  "positions_angstrom": [[-1.798729, -3.632107, 2.884925], [-1.859367, -2.418418, 2.156764], [-1.137731, -2.405764, 0.959890], [0.408397, -2.256459, 1.134169], [0.758764, -2.262805, 2.495348], [1.778269, -3.177230, 2.839125], [0.857123, -0.959012, 0.485585], [0.695398, -0.974208, -1.033054], [2.208396, -0.751050, 0.800334], [-1.126110, -3.538773, 3.738250], [-1.457948, -4.460660, 2.255395], [-2.805765, -3.861758, 3.236709], [-1.354354, -3.302286, 0.364273], [-1.519939, -1.554132, 0.391166], [0.907790, -3.083317, 0.612786], [1.862655, -3.166286, 3.924204], [2.740912, -2.891334, 2.403794], [1.530642, -4.194128, 2.511790], [0.304852, -0.126374, 0.931378], [0.442774, -1.968894, -1.406294], [-0.069083, -0.277660, -1.375230], [1.639897, -0.676767, -1.487273], [7.011390, 6.900903, 1.343201], [6.357515, 5.874188, 0.637389], [7.232299, 4.903376, 0.097097], [6.584178, 3.536668, 0.065223], [6.446064, 2.937921, 1.341850], [5.328328, 3.325360, 2.124744], [4.032913, 2.651482, 1.730871], [3.518284, 3.196170, 0.529835], [2.743997, 2.279213, -0.206712], [7.582237, 7.557598, 0.675822], [6.244966, 7.491628, 1.841921], [7.695656, 6.494622, 2.096689], [8.155884, 4.851434, 0.686110], [7.503711, 5.175565, -0.932895], [7.260641, 2.879440, -0.486973], [5.630682, 3.580740, -0.464729], [5.201896, 4.410035, 2.134514], [5.566216, 2.991631, 3.137330], [3.311062, 2.798537, 2.546985], [4.197608, 1.573106, 1.621294], [3.278709, 1.337670, -0.361718], [2.527226, 2.737685, -1.170772], [1.796401, 2.054339, 0.298117], [-6.309505, 0.892445, -0.199568], [-5.491720, 0.030307, -0.954685], [-4.884929, -0.996753, -0.193104], [-4.745684, -2.268363, -0.997614], [-5.968348, -2.948548, -1.226609], [-6.800194, -2.468332, -2.269316], [-6.371627, -2.907401, -3.652131], [-5.227615, -2.196551, -4.082903], [-4.429414, -2.911411, -4.994615], [-5.723090, 1.523368, 0.478590], [-6.840764, 1.533351, -0.901101], [-7.039178, 0.331321, 0.395092], [-5.469020, -1.203347, 0.710985], [-3.879773, -0.681683, 0.120544], [-4.148624, -2.959181, -0.396083], [-4.211332, -2.073764, -1.930421], [-6.905201, -1.382254, -2.234857], [-7.776622, -2.920456, -2.080753], [-7.207992, -2.725817, -4.342234], [-6.170220, -3.985774, -3.643577], [-4.171183, -3.903672, -4.606827], [-3.515579, -2.339128, -5.144533], [-4.927089, -3.038246, -5.963506]],
  "forces_ev_per_a": [[-0.03, 0.00, 0.00], [-0.10, -0.03, -0.05], [0.10, 0.02, -0.12], [-0.03, 0.01, -0.02], [-0.18, -0.05, 0.06], [0.11, 0.03, -0.05], [0.02, 0.08, -0.07], [0.00, 0.02, 0.00], [-0.07, -0.12, -0.06], [0.02, 0.00, -0.02], [0.00, 0.01, -0.01], [0.03, 0.02, 0.03], [-0.01, -0.03, 0.07], [0.00, 0.01, 0.03], [0.05, 0.02, 0.05], [0.00, 0.00, -0.01], [-0.04, 0.01, 0.00], [-0.02, 0.01, 0.03], [0.10, -0.02, 0.09], [0.03, 0.01, 0.00], [-0.03, -0.02, 0.04], [0.00, 0.00, 0.01], [0.03, 0.08, -0.07], [-0.07, -0.13, 0.15], [0.08, 0.02, -0.08], [0.04, 0.05, -0.05], [0.01, -0.01, 0.01], [-0.07, -0.02, 0.03], [-0.06, -0.03, 0.10], [0.19, -0.05, -0.09], [-0.13, 0.08, 0.01], [0.01, -0.02, -0.02], [0.00, 0.01, -0.02], [-0.02, -0.01, 0.01], [-0.03, -0.02, 0.04], [0.05, 0.04, 0.02], [-0.06, -0.02, -0.05], [-0.02, 0.03, 0.06], [0.01, -0.01, -0.06], [0.00, 0.07, 0.02], [-0.03, -0.05, -0.02], [0.04, 0.01, -0.03], [0.02, 0.00, -0.01], [-0.01, 0.01, 0.01], [0.01, -0.02, 0.02], [0.06, 0.08, 0.05], [-0.14, -0.14, -0.08], [0.09, 0.05, 0.08], [0.10, -0.02, 0.04], [0.00, 0.00, 0.01], [-0.03, -0.02, -0.08], [-0.09, -0.04, -0.06], [0.10, -0.03, 0.19], [-0.04, 0.02, -0.11], [0.02, -0.02, 0.01], [0.01, 0.01, 0.01], [-0.01, -0.01, -0.02], [-0.03, -0.01, -0.03], [-0.03, 0.02, 0.08], [0.04, 0.01, -0.03], [-0.08, 0.04, -0.03], [0.07, 0.00, 0.00], [-0.02, 0.06, 0.01], [0.02, -0.04, -0.04], [0.03, 0.01, 0.04], [0.01, 0.01, 0.02], [-0.01, 0.00, -0.01], [-0.03, 0.00, 0.01]],
  "largest_force_ev_per_a": 0.219,
  "total_charge": 0,
  "orbital_gap_ev": 9.738,
  "multiplicity": 1,
  "e_tot_ev": -38423.5658,
  "molar_mass_g_mol": 404.52,
  "smiles": "COC[C@H](OC)[C@H](C)F.COCCOCCOC.COCCOCCOC",
  "homo_energy_ev": -9.1
}

***

{
  "formula": "C4H8O2",
  "method": "the ωB97M-V functional and the def2-TZVPD basis",
  "symbols": ["C", "C", "O", "C", "C", "O", "H", "H", "H", "H", "H", "H", "H", "H"],
  "positions_angstrom": [[-0.482798, 0.478154, -0.758733], [-0.381425, 1.010927, 0.626143], [-0.183777, 2.305780, 1.037854], [-0.190223, -0.251511, 1.390615], [0.629501, 0.052697, 0.164174], [0.510286, -2.420276, -1.743664], [-1.256879, -0.242856, -1.033801], [0.476174, -1.943742, -0.903791], [-0.209743, 1.178081, -1.547359], [-1.043291, 2.668535, 1.285215], [0.324744, -0.146892, 2.344211], [-0.943314, -1.044016, 1.360995], [1.695606, 0.202455, 0.073597], [1.055142, -1.847333, -2.295462]],
  "forces_ev_per_a": [[-0.13, 0.08, -0.17], [-0.03, -0.19, -0.06], [-0.16, 0.09, 0.06], [-0.06, -0.10, 0.19], [0.25, 0.08, 0.01], [0.11, 0.04, 0.00], [0.11, 0.14, 0.07], [-0.02, -0.06, -0.07], [-0.02, -0.10, 0.12], [0.13, 0.02, -0.01], [-0.07, -0.01, -0.14], [0.11, 0.14, -0.02], [-0.15, -0.01, 0.02], [-0.08, -0.11, 0.00]],
  "largest_force_ev_per_a": 0.266,
  "e_above_lowest_kcal_mol": 72.6,
  "total_charge": 0,
  "orbital_gap_ev": 10.229,
  "multiplicity": 1,
  "e_tot_ev": -8370.1316,
  "molar_mass_g_mol": 88.11,
  "smiles": "O[C@]12C[C@@H]1C2.O",
  "homo_energy_ev": -9.5
}

***

{
  "formula": "C3H6F3FeOSTe4",
  "method": "the ωB97M-V functional and the def2-TZVPD basis",
  "symbols": ["Fe", "Te", "Te", "Te", "Te", "F", "C", "F", "F", "C", "S", "C", "O", "H", "H", "H", "H", "H", "H"],
  "positions_angstrom": [[0.454410, 0.471807, 0.885072], [1.638773, -0.925317, -1.038872], [3.063432, 0.043475, 1.030396], [1.328128, -0.684952, 3.101239], [-0.299541, 1.491613, 3.251180], [-1.930184, -1.391470, 0.805130], [-1.567488, -0.185856, 0.259638], [-1.784192, -0.387009, -1.088052], [-2.637311, 0.630386, 0.624746], [-1.224530, 3.328737, 0.018213], [0.386497, 2.607027, -0.154041], [1.378715, 3.794897, 0.692570], [0.744292, 2.765261, -1.595403], [-1.209118, 4.222530, -0.607663], [-1.442919, 3.565863, 1.056695], [-1.937602, 2.595145, -0.347323], [1.108082, 3.851168, 1.744060], [1.238048, 4.743039, 0.170776], [2.404308, 3.443956, 0.590938]],
  "forces_ev_per_a": [[-1.92, -0.26, -0.85], [0.28, -0.22, -0.24], [0.70, -0.09, 0.34], [0.38, -0.29, 0.48], [0.12, 0.13, 0.48], [0.06, -0.27, 0.18], [0.31, 0.05, 0.25], [0.01, 0.15, -0.17], [0.01, 0.16, -0.09], [-0.14, 0.31, 0.02], [0.20, 0.01, -1.26], [0.12, 0.43, 0.20], [-0.15, -0.12, 0.53], [-0.08, 0.00, 0.04], [0.01, -0.05, 0.03], [-0.01, 0.03, -0.03], [0.00, -0.01, 0.03], [0.08, 0.02, 0.07], [0.01, 0.04, 0.00]],
  "largest_force_ev_per_a": 2.116,
  "e_above_lowest_kcal_mol": 0.0,
  "total_charge": -1,
  "orbital_gap_ev": [5.622, 6.036],
  "multiplicity": 5,
  "e_tot_ev": -87805.7683,
  "molar_mass_g_mol": 713.39,
  "homo_energy_ev": [-3.5, -4.2]
}

***

Q: Look up the multiplicity of the first one.
A: 1

***

Copy entry 2 word for word.
{
  "formula": "C4H8O2",
  "method": "the ωB97M-V functional and the def2-TZVPD basis",
  "symbols": ["C", "C", "O", "C", "C", "O", "H", "H", "H", "H", "H", "H", "H", "H"],
  "positions_angstrom": [[-0.482798, 0.478154, -0.758733], [-0.381425, 1.010927, 0.626143], [-0.183777, 2.305780, 1.037854], [-0.190223, -0.251511, 1.390615], [0.629501, 0.052697, 0.164174], [0.510286, -2.420276, -1.743664], [-1.256879, -0.242856, -1.033801], [0.476174, -1.943742, -0.903791], [-0.209743, 1.178081, -1.547359], [-1.043291, 2.668535, 1.285215], [0.324744, -0.146892, 2.344211], [-0.943314, -1.044016, 1.360995], [1.695606, 0.202455, 0.073597], [1.055142, -1.847333, -2.295462]],
  "forces_ev_per_a": [[-0.13, 0.08, -0.17], [-0.03, -0.19, -0.06], [-0.16, 0.09, 0.06], [-0.06, -0.10, 0.19], [0.25, 0.08, 0.01], [0.11, 0.04, 0.00], [0.11, 0.14, 0.07], [-0.02, -0.06, -0.07], [-0.02, -0.10, 0.12], [0.13, 0.02, -0.01], [-0.07, -0.01, -0.14], [0.11, 0.14, -0.02], [-0.15, -0.01, 0.02], [-0.08, -0.11, 0.00]],
  "largest_force_ev_per_a": 0.266,
  "e_above_lowest_kcal_mol": 72.6,
  "total_charge": 0,
  "orbital_gap_ev": 10.229,
  "multiplicity": 1,
  "e_tot_ev": -8370.1316,
  "molar_mass_g_mol": 88.11,
  "smiles": "O[C@]12C[C@@H]1C2.O",
  "homo_energy_ev": -9.5
}

***

Q: Look up the multiplicity of the second one.
A: 1

***

Q: Look up the multiplicity of the third one.
A: 5